(1)
This record from OMol25 describes C35H46BiN11OS6 as an isolated structure. The level of theory is ωB97M-V/def2-TZVPD.

Last column: Mulliken charge in e.
Positions of all 100 atoms, in Å:
Bi -0.0067 -0.8413 0.7838  2.11
S 2.5355 -1.3864 0.9080  -0.63
S 3.9556 -0.8549 -5.0642  -0.18
S 6.3588 -2.1363 -3.8753  -0.27
S 1.8818 0.9075 -1.6585  0.06
S 1.3490 0.5721 -5.1351  -0.16
S 4.3645 -0.6114 -2.2585  0.10
O -2.9574 -3.2747 0.2920  -0.61
N 4.8145 1.1593 2.7521  0.08
N 2.3499 1.2812 1.7286  -0.28
N -0.8232 -4.6600 -2.0977  0.03
N -0.8715 -2.9253 -0.6567  0.87
N -2.9569 0.8461 -2.4848  0.20
N -2.7728 -0.1612 -0.4020  0.36
N 1.0013 -3.1769 -2.0422  -0.11
N -1.4257 -0.1016 3.0378  0.60
N -4.8999 0.1396 -1.4125  0.17
N 1.1518 1.2649 1.4951  0.88
N 4.1848 0.0356 2.3721  -0.85
C -0.6977 2.6623 0.7998  0.81
C 4.8232 2.5559 0.6820  -0.02
C -1.3692 -3.6264 4.1156  -0.71
C -1.2896 3.9068 0.6331  -0.93
C -0.1446 -2.5753 2.3059  0.63
C 4.9735 -1.2507 -3.7402  -0.01
C -3.5385 2.0710 -3.0181  -1.26
C 0.6453 4.9614 1.5900  -0.65
C 0.4204 -4.8146 3.0462  -0.98
C -0.4800 0.2053 4.1238  -1.17
C -1.1698 -2.5537 3.2508  1.07
C 1.5036 2.3661 -4.9535  -0.71
C 5.7941 4.7665 0.8059  -0.59
C 1.2426 3.7272 1.7610  -0.72
C 2.8775 0.1439 -2.8377  -0.78
C -0.6264 5.0574 1.0295  -0.74
C -2.0666 -3.5758 -0.4775  -0.26
C 3.0475 0.0860 1.7380  0.45
C -5.5569 -0.3576 -0.2157  -1.03
C 5.6529 3.3964 2.7782  -0.39
C 0.5646 2.5709 1.3709  -0.35
C -2.4348 0.9608 2.9111  -1.10
C 5.0514 2.3765 2.0466  0.53
C 0.6386 -3.7262 2.2089  -0.80
C 5.2025 3.7427 0.0749  -0.71
C -0.3715 -5.5405 -3.1553  -1.09
C -3.5146 0.2469 -1.3791  0.26
C 2.7063 0.0031 -4.1807  0.36
C -2.1109 -1.3808 3.2732  -1.53
C -5.5572 -0.2729 -2.6501  -1.26
C -0.5772 -4.7595 4.0130  -0.74
C -2.0943 -4.7912 -1.4094  -0.46
C -0.1950 -3.5833 -1.6032  0.05
C 6.0166 4.5847 2.1622  -0.52
C -1.5072 0.7658 -2.6466  -0.33
H -2.9865 2.9448 -2.6532  0.30
H 0.0041 1.1626 3.9283  0.28
H -2.2724 3.9674 0.1796  0.50
H -1.9604 1.9367 3.0013  0.43
H -0.7361 -5.5956 4.6840  0.38
H 5.4718 0.9643 3.4810  0.24
H -4.5776 2.1690 -2.7154  0.45
H -3.1982 0.8717 3.6959  0.41
H 1.0373 -5.7027 2.9494  0.44
H 5.8363 3.2557 3.8397  0.37
H 0.6314 2.8112 -5.4386  0.32
H -6.4958 0.2684 -2.7797  0.32
H -1.1508 -0.2131 -2.3357  -0.15
H -2.6689 -1.3425 4.2179  0.55
H 0.1136 -6.4359 -2.7631  0.30
H 4.3747 1.7835 0.0723  0.35
H -1.2203 1.7717 0.4536  -0.14
H 0.3229 -5.0203 -3.8152  0.39
H -2.9204 0.9046 1.9355  -0.03
H -3.2826 -0.7822 0.2203  -0.65
H 0.2825 -0.5718 4.1869  0.33
H -2.1582 -3.5781 4.8622  0.41
H 6.0838 5.6895 0.3200  0.41
H -1.0922 6.0264 0.8975  0.41
H 1.1796 5.8568 1.8827  0.45
H -5.2563 0.2296 0.6521  0.28
H -6.6345 -0.2482 -0.3422  0.32
H -2.1650 -5.7139 -0.8313  0.33
H -0.9722 1.5201 -2.0631  0.15
H -4.9175 -0.0742 -3.5032  0.42
H 2.2370 3.6424 2.1820  0.45
H -3.4842 2.0727 -4.1075  0.30
H 5.0284 3.8562 -0.9894  0.46
H 1.4243 -2.3480 -1.6436  -0.31
H 1.4440 -3.7813 1.4837  0.41
H -1.2270 -5.8447 -3.7545  0.33
H -2.9413 -4.7350 -2.0953  0.34
H -0.9964 0.2673 5.0932  0.34
H -5.3363 -1.4143 -0.0204  0.36
H 2.4138 2.7143 -5.4407  0.34
H -2.8349 -1.5230 2.4645  0.29
H -1.2534 0.9114 -3.6958  0.29
H 1.5591 -3.7394 -2.6567  0.20
H 1.5087 2.6144 -3.8923  0.13
H 6.4766 5.3713 2.7490  0.37
H -5.7829 -1.3450 -2.6312  0.37

Values from the calculation:
Kohn-Sham gap   0.1971 hartree
E   -4642.529791 Eh
E_HOMO   -6.366 eV
Relative energy (zero: lowest compared OMol25 entry of this formula, charge and spin)   1.0188 eV

(2)
This record from OMol25 describes an isolated ion of composition C3H7N2 and charge +1. The level of theory is ωB97M-V/def2-TZVPD.

Last column: Mulliken charge in e.
Positions of all 12 atoms, in Å:
N -0.3538 1.5961 0.3996  -0.51
N 0.1302 -0.5479 -0.1959  0.12
C 0.6998 0.5415 0.5291  -0.31
C -0.8358 -0.6375 -0.9687  0.02
C -0.0562 -1.9167 -0.6872  -0.40
H -0.0944 2.5079 0.1880  0.25
H 0.6061 -2.3619 -1.3553  0.29
H 0.8095 0.0032 1.4341  0.36
H -0.3869 -2.5913 0.0345  0.28
H -0.6926 1.6539 1.3418  0.23
H 1.5752 0.8916 0.0070  0.30
H -1.5892 -0.2225 -1.5353  0.38

Values from the calculation:
Kohn-Sham gap   0.3870 hartree
SMILES   NC[N+]1=CC1
E   -227.640181 Eh
E_HOMO   -15.340 eV
Relative energy (zero: lowest compared OMol25 entry of this formula, charge and spin)   3.1066 eV
Total charge   +1

(3)
This record from OMol25 describes C51H49AsBaBrIN4O2 as an isolated structure. The level of theory is ωB97M-V/def2-TZVPD.

Last column: Mulliken charge in e.
Positions of all 110 atoms, in Å:
Ba 2.1866 -0.5583 0.2119  1.64
I 1.1041 -4.1252 2.3918  0.22
Br 1.0543 -6.9071 0.2891  -0.25
As -2.7291 0.7953 -2.0340  0.43
O 3.4899 -1.9266 1.9104  -0.59
O -0.2810 -1.3199 0.5428  -0.55
N 0.8010 2.1815 1.6505  1.27
N 3.9206 1.0311 1.9674  0.72
N -1.3378 -0.5166 4.3397  -0.88
N 2.0741 0.7912 -1.7939  -0.57
C -6.4324 -0.7377 -3.2376  -0.39
C -1.3554 -1.8474 0.8855  0.26
C 4.1737 2.4449 1.6424  -2.22
C 2.9212 3.0677 0.9840  1.20
C -2.1567 -2.5692 -0.0944  -1.17
C 4.9054 -0.7782 3.3718  0.64
C 0.0187 -1.6756 -3.8893  -0.48
C 3.6301 3.8020 -3.1815  -0.29
C -4.0760 -2.6752 1.4066  -1.05
C -0.5738 -5.3823 2.1090  -0.06
C -0.3169 0.3857 4.9265  -1.37
C -2.2162 2.6532 -2.5422  0.33
C -1.7455 0.1742 -4.8584  -0.04
C 0.0183 1.9002 2.8699  -1.20
C 4.7114 0.5164 2.8023  -0.66
C -1.5107 5.2446 -3.3354  -0.72
C 4.3879 -3.0851 3.7816  -0.77
C -1.5081 -7.4845 1.2982  -0.71
C -0.0845 2.8358 0.7029  -1.00
C -5.2031 -0.5216 -2.7368  -0.30
C -3.1441 3.6678 -2.5144  -0.31
C -0.5189 -6.4979 1.3204  0.34
C -1.7060 -0.0443 -3.4614  -0.05
C 4.1640 -1.8828 3.0041  0.24
C -0.5951 4.2094 -3.3495  -0.25
C -3.4712 -2.8959 0.1584  -0.70
C 1.8526 3.1543 2.0758  -1.41
C -1.0223 -0.6334 -5.7270  -0.81
C -6.1497 1.1804 -4.6589  -0.76
C -3.3452 -2.0074 2.3787  -0.09
C -1.9786 -1.5995 2.1962  0.21
C -1.1778 -0.8391 3.1097  -0.02
C -2.6318 -7.2322 2.1100  -0.55
C 4.4905 1.3445 -1.9336  -1.35
C 0.6893 1.1129 3.9875  -0.33
C 2.7565 2.7633 -3.1152  -0.36
C -0.1213 -1.6075 -5.2510  -0.54
C 5.6525 -1.8256 5.4122  -0.84
C -2.8288 -5.9739 2.6823  -0.45
C -0.9387 2.8901 -3.0037  -0.06
C 4.8997 3.6222 -2.5149  -0.61
C 5.0435 -3.0215 4.9617  -0.31
C -4.4130 0.5713 -3.1003  0.00
C -6.9131 0.1580 -4.2635  -0.39
C 5.2857 2.4405 -1.9232  -0.43
C 5.4778 -0.7602 4.6010  -0.37
C -2.8168 4.9427 -2.9267  -0.69
C 3.0256 1.5354 -2.3003  0.25
C -1.7839 -5.0571 2.7570  -0.17
C -4.8858 1.4194 -4.1337  0.00
C -0.7848 -0.9447 -3.0428  -0.08
H 1.5817 4.1259 2.3030  0.57
H 5.0434 2.3702 1.0199  0.62
H 1.2359 1.8309 4.6494  0.49
H -0.2919 -0.5126 2.5640  0.66
H -3.4341 -7.9850 2.1842  0.30
H -4.2255 2.1919 -4.4932  0.42
H -0.9209 1.0985 5.4990  0.49
H 0.5068 3.0041 -0.2310  0.12
H -3.7997 -1.6992 3.3172  0.34
H 6.2563 2.2689 -1.5295  0.48
H -0.0775 2.1739 -2.8863  -0.14
H 0.3458 -2.3206 -5.9654  0.32
H -1.2737 6.2470 -3.5619  0.46
H 1.3387 0.4037 3.5409  0.19
H 2.5738 2.3690 0.2711  -0.82
H -7.1172 -1.5920 -2.8777  0.28
H 3.4852 4.7340 -3.7280  0.39
H -7.9620 0.1317 -4.6894  0.24
H 6.0192 0.2151 4.8846  0.09
H 3.1607 4.0420 0.5546  0.25
H -6.4342 1.8379 -5.4786  0.33
H -1.9306 -4.1610 3.3457  0.41
H 4.1127 -4.0084 3.3292  0.55
H -5.0864 -2.9362 1.6542  0.38
H -2.3633 0.9145 -5.3179  0.41
H 2.3968 2.7921 2.9832  0.27
H -3.8785 -3.5283 -0.5677  0.74
H -1.7726 -2.6761 -1.0309  0.86
H -0.2239 2.8121 3.3858  0.54
H 5.5293 1.1559 3.2456  0.01
H -0.5724 -0.9454 -2.0328  0.67
H 6.1769 -1.7161 6.3281  0.43
H -4.9535 -1.2428 -1.9370  0.17
H 0.7035 -2.3572 -3.3692  0.37
H 0.2223 -0.1053 5.6722  0.52
H 1.7529 2.8846 -3.5424  0.25
H -0.9084 2.0624 0.4533  0.08
H -1.3616 -8.3491 0.8157  0.58
H -3.5343 5.6872 -3.1364  0.38
H 0.4471 4.4145 -3.5845  0.28
H 5.5676 4.4946 -2.4736  0.18
H -1.0487 1.5259 2.6141  0.47
H 5.1065 -3.9546 5.5355  0.33
H -3.8367 -5.6844 3.0867  0.29
H -1.0327 -0.5041 -6.8149  0.32
H -0.5216 3.7648 1.0580  0.32
H -4.2009 3.3936 -2.1606  0.31
H 4.7693 0.5359 -1.3633  0.61
H 4.4498 2.8937 2.5618  0.60

Values from the calculation:
Kohn-Sham gap   0.1317 hartree
E   -7475.170561 Eh
E_HOMO   0.084 eV
Relative energy (zero: lowest compared OMol25 entry of this formula, charge and spin)   1.0166 eV
Total charge   -2

(4)
This record from OMol25 describes one molecule with the formula C4H7NO2. The level of theory is ωB97M-V/def2-TZVPD.

Last column: Mulliken charge in e.
Positions of all 14 atoms, in Å:
O -0.7789 -1.2945 1.1383  -0.55
O 2.5330 0.6493 0.6164  -0.51
N 0.1517 1.2685 -0.6178  -0.50
C 0.6644 -0.1505 -0.5492  -0.18
C -0.7263 -0.6918 -0.1426  0.22
C 1.8599 -0.3211 0.3321  0.00
C -1.1607 0.7952 -0.1690  -0.58
H -1.1997 -1.3538 -0.8787  0.36
H -1.9692 1.0517 -0.8621  0.25
H 0.7300 1.8688 -0.0473  0.28
H 0.7820 0.1230 -1.6036  0.29
H -1.6241 -1.7613 1.2141  0.32
H 2.1108 -1.3249 0.7310  0.32
H -1.3730 1.1416 0.8383  0.28

Values from the calculation:
Kohn-Sham gap   0.3531 hartree
SMILES   O=C[C@@H]1NC[C@@H]1O
E   -361.746134 Eh
E_HOMO   -8.976 eV
Relative energy (zero: lowest compared OMol25 entry of this formula, charge and spin)   3.6660 eV

(5)
This record from OMol25 describes an isolated ion of composition C6H11N2O and charge +1. The level of theory is ωB97M-V/def2-TZVPD.

Last column: Mulliken charge in e.
Positions of all 20 atoms, in Å:
O -0.5510 -0.7174 -2.7477  -0.61
N 0.1936 0.4502 0.4838  0.05
N -0.6186 -0.7374 -1.5552  0.68
C 1.2243 1.2180 1.2247  -0.89
C 1.8503 0.0296 -1.3142  -1.50
C -1.1469 0.3796 1.0722  -0.55
C -1.5155 -1.2229 -0.7743  -0.14
C -1.6762 -0.9804 0.7079  -0.71
C 0.4692 -0.0210 -0.6574  0.50
H 2.6722 -0.1928 -0.6764  0.45
H -1.0974 0.5554 2.1299  0.43
H -1.7085 1.2616 0.6221  0.29
H 1.8630 0.4205 1.3232  0.48
H 0.8550 1.6030 2.2183  0.33
H -1.1974 -1.7835 1.4900  0.26
H 1.6545 2.0619 0.5861  0.28
H -2.3520 -1.7553 -1.2725  0.42
H 2.0136 1.0200 -1.6615  0.42
H -2.6855 -1.0064 0.9677  0.42
H 1.7535 -0.5828 -2.1668  0.41

Values from the calculation:
Kohn-Sham gap   0.3171 hartree
SMILES   CC1=[N+](C)CCC=[N+]1[O-]
E   -419.587546 Eh
E_HOMO   -13.265 eV
Relative energy (zero: lowest compared OMol25 entry of this formula, charge and spin)   4.6081 eV
Total charge   +1

(6)
This record from OMol25 describes one molecule with the formula C4H2F2O. The level of theory is ωB97M-V/def2-TZVPD.

Last column: Mulliken charge in e.
Positions of all 9 atoms, in Å:
F -2.4411 -0.5353 0.3218  -0.25
F 1.8782 -1.6535 -0.2954  -0.25
O -0.3411 -1.3265 0.0160  -0.21
C 0.8723 0.5572 -0.1065  -0.27
C -0.4948 0.9111 0.0888  -0.27
C -1.1579 -0.2673 0.1524  0.19
C 0.8844 -0.7961 -0.1395  0.19
H 1.7077 1.2167 -0.2056  0.43
H -0.9078 1.8938 0.1680  0.43

Values from the calculation:
Kohn-Sham gap   0.3587 hartree
SMILES   Fc1ccc(F)o1
E   -428.553840 Eh
E_HOMO   -8.829 eV
Relative energy (zero: lowest compared OMol25 entry of this formula, charge and spin)   0.0000 eV

(7)
This record from OMol25 describes a 2-piece molecular cluster, C4H7NO2 overall. The level of theory is ωB97M-V/def2-TZVPD.

Last column: Mulliken charge in e.
Positions of all 14 atoms, in Å:
O 0.4860 -1.9382 -0.9554  -0.43
O -0.3199 -1.0292 0.8734  -0.57
N -3.1310 0.1817 -1.0797  -0.37
C 0.3479 -0.9873 -0.1265  0.49
C -3.2935 0.0312 0.0261  0.11
C 1.1406 0.2604 -0.4726  -0.32
C 1.3285 1.1925 0.6757  -1.02
H 1.8297 0.6372 1.4630  0.28
H 2.0746 -0.0413 -0.9980  0.34
H -3.3780 0.1407 1.0951  0.26
H 0.3700 1.3722 0.9880  0.29
H 0.0624 -2.7528 -0.6180  0.36
H 0.6049 0.7522 -1.2692  0.27
H 1.8779 2.1806 0.3981  0.30

Values from the calculation:
Kohn-Sham gap   0.4131 hartree
SMILES   CCC(=O)O.C#N
E   -361.828147 Eh
E_HOMO   -10.469 eV
Relative energy (zero: lowest compared OMol25 entry of this formula, charge and spin)   1.4343 eV

(8)
This record from OMol25 describes C4H11IN3 as an isolated structure. The level of theory is ωB97M-V/def2-TZVPD.

Last column: Mulliken charge in e.
Positions of all 19 atoms, in Å:
I 3.0562 -0.4121 -1.1433  0.24
N -1.8606 -1.8697 -0.3795  -0.43
N -0.9534 0.4519 -0.4602  -0.59
N 0.3208 1.0296 -0.3065  0.17
C 0.3332 2.2946 0.3641  -0.99
C 1.5011 -0.3105 0.3407  -0.38
C -0.6858 -1.0451 -0.5628  -0.10
C 0.4496 -1.2767 0.5241  -0.57
H 1.8158 -0.0066 1.3009  0.46
H 1.2360 2.8792 0.0955  0.36
H -0.3617 2.9373 -0.2054  0.42
H -2.2577 -2.2336 -1.1729  0.19
H 0.7755 -2.3404 0.6222  0.39
H -2.3775 -1.7499 0.4138  0.17
H 0.0391 -1.0146 1.5078  0.29
H -1.4445 0.4716 0.4147  0.31
H -0.1837 -1.3590 -1.5349  0.30
H 0.6581 1.2165 -1.2070  0.43
H -0.0608 2.3374 1.3887  0.33

Values from the calculation:
Kohn-Sham gap   0.3648 hartree
E   -620.632969 Eh
E_HOMO   -13.563 eV
Relative energy (zero: lowest compared OMol25 entry of this formula, charge and spin)   2.3010 eV
Total charge   +1